[1]
Density functional theory data (wB97M-V/def2-TZVPD) for a gas-phase ion, C13H15O2 (charge +1) in a non-equilibrium geometry.

```
30
Properties=species:S:1:pos:R:3:forces:R:3
C 1.6924 3.7333 -3.7675 -0.555 -1.299 -0.503
C 2.1321 2.4142 -4.1219 0.643 1.481 0.469
C 0.8692 3.8354 -2.6513 0.456 1.159 -0.299
C 1.9756 1.3564 -3.2071 -1.654 1.757 -1.464
C 0.5368 2.7207 -1.8898 -1.634 1.667 0.801
C 1.0086 1.4751 -2.1954 1.770 -0.358 0.733
C 0.6802 -1.9897 -1.2820 -3.304 6.501 5.548
C 0.8186 0.2823 -1.3945 0.209 0.349 1.052
C 0.0446 -0.8654 0.4099 2.255 -4.038 -5.403
C 0.6944 -2.0231 2.3782 -1.216 3.633 0.871
C -1.7296 -2.2946 1.4405 -0.150 0.643 -2.066
C -1.1267 -0.0192 2.3241 1.621 0.880 -1.159
C -0.4906 -1.2902 1.6506 -3.478 -1.014 1.042
O 1.0752 -0.8963 -1.8602 -0.326 -0.017 -0.527
O 0.3785 0.2607 -0.0504 -0.404 0.511 -2.071
H 1.8715 4.6348 -4.4104 -0.031 -1.203 0.652
H 2.6629 2.3954 -5.0837 0.096 -0.736 0.714
H 0.5135 4.8613 -2.4250 -0.014 -1.027 0.248
H 2.3577 0.3960 -3.3118 1.039 -1.318 -0.833
H -0.1814 2.9142 -1.0855 0.306 -0.432 -0.142
H 0.9917 -2.9204 -1.4623 1.447 -3.338 -0.745
H 0.9981 -2.9717 2.0538 0.134 -1.176 -0.800
H 1.4214 -1.2276 2.1958 1.055 -0.776 0.754
H 0.4132 -2.0028 3.4392 0.313 -0.273 -0.201
H -2.7581 -1.8112 1.2663 1.722 -0.199 0.539
H -1.7847 -2.8904 2.3582 0.023 -0.335 -0.648
H -1.5546 -2.7977 0.4274 -0.147 -0.264 1.855
H -2.0933 0.2671 1.7862 1.537 -0.277 0.854
H -0.3105 0.7565 2.2077 -1.328 -0.169 0.293
H -1.2565 -0.1266 3.3835 -0.385 -0.332 0.437
```
Positions in Å, forces in eV/Å.

Charge ... +1
Max |F| ... 9.2 eV/A
HOMO (spin up / spin down) ... -11.584 / -11.928 eV
ΔE to the lowest compared entry with this formula, charge and spin ... 549.38 kJ/mol
Energy ... -654.3291 Ha



[2]
Density functional theory data (wB97M-V/def2-TZVPD) for 2 unconnected molecules or ions with the total composition H4O2.

```
6
Properties=species:S:1:pos:R:3:forces:R:3
O -0.3365 0.9466 -0.8856 -0.133 -0.108 0.146
H -0.1352 1.8667 -0.6817 -0.006 -0.102 0.004
H -1.0957 0.7191 -0.3340 -0.002 0.196 -0.129
O 0.5662 -1.5630 0.5720 -0.162 0.055 -0.001
H 0.7031 -1.0829 1.3951 0.029 -0.031 -0.082
H 0.2981 -0.8865 -0.0659 0.275 -0.010 0.062
```
Positions in Å, forces in eV/Å.

Max |F| ... 0.3 eV/A
Structure (SMILES) ... O.O
HOMO ... -11.214 eV
ΔE to the lowest compared entry with this formula, charge and spin ... 8.59 kJ/mol
Energy ... -152.8717 Ha